{
  "formula": "C32H36N4O2PtS2",
  "method": "the ωB97M-V functional and the def2-TZVPD basis",
  "symbols": ["Pt", "N", "C", "C", "N", "C", "C", "N", "C", "C", "N", "H", "H", "H", "H", "H", "H", "O", "S", "C", "C", "C", "C", "S", "O", "C", "C", "C", "C", "C", "C", "C", "C", "C", "C", "C", "C", "H", "H", "H", "H", "H", "H", "H", "H", "H", "H", "H", "H", "H", "H", "H", "H", "H", "H", "C", "C", "C", "C", "C", "C", "C", "C", "C", "C", "H", "H", "H", "H", "H", "H", "H", "H", "H", "H", "H", "H"],
  "xyz": [[1.33289, 0.51832, 1.68471], [4.18898, -0.96053, 4.63315], [3.25307, -0.78244, 5.63056], [2.08625, -0.48433, 4.99632], [2.28539, -0.46810, 3.64187], [3.55258, -0.75206, 3.45536], [4.03916, -0.80909, 2.09790], [3.20635, -0.47780, 1.13929], [3.88731, -0.60248, -0.04156], [5.15744, -1.01972, 0.21749], [5.24817, -1.14553, 1.58891], [5.17164, -1.10907, 4.77691], [3.49962, -0.89715, 6.67056], [1.12019, -0.28400, 5.42669], [3.39314, -0.38226, -0.97329], [5.98917, -1.23649, -0.42792], [6.05451, -1.46649, 2.09305], [1.29443, 0.09818, -1.79434], [1.21860, -0.07794, -3.27126], [-0.56866, -0.17319, -3.73187], [-1.43950, 0.46554, -2.65866], [-1.65967, -0.41345, -1.42968], [-2.56589, -1.60913, -1.68130], [-2.28439, -2.95970, -0.49992], [-0.82417, -3.24835, -0.51135], [-2.60509, -1.99621, 0.98293], [-3.89216, -1.56240, 1.28043], [-4.10735, -0.82964, 2.43548], [-3.04314, -0.54455, 3.28676], [-1.76756, -0.99049, 2.98087], [-1.54164, -1.72571, 1.82322], [1.60843, -1.79656, -3.60410], [1.91555, -2.20328, -4.89464], [2.18010, -3.54335, -5.13485], [2.14150, -4.45588, -4.08707], [1.84262, -4.03155, -2.79954], [1.57917, -2.69212, -2.54760], [-0.83901, -1.21181, -3.92223], [-0.64056, 0.37352, -4.67383], [-2.40491, 0.72348, -3.10652], [-0.99137, 1.40813, -2.33822], [-2.12385, 0.19883, -0.65759], [-0.69445, -0.73446, -1.03503], [-2.42391, -2.08430, -2.65601], [-3.62305, -1.34215, -1.59824], [-4.71889, -1.79495, 0.61830], [-5.10321, -0.47864, 2.67465], [-3.21458, 0.03194, 4.18713], [-0.92862, -0.75036, 3.62092], [-0.54589, -2.04736, 1.54617], [1.95238, -1.48118, -5.70265], [2.42067, -3.87493, -6.13669], [2.34452, -5.50192, -4.27793], [1.79882, -4.74171, -1.98427], [1.32513, -2.34270, -1.55389], [-0.80296, 3.48731, 2.44604], [-0.42039, 2.96118, 1.04824], [0.84494, 3.67934, 0.58499], [-0.15944, 1.46557, 1.21220], [-1.59957, 3.19519, 0.09899], [-1.49914, 3.97663, -1.04836], [-2.58103, 4.14662, -1.90736], [-3.79405, 3.53803, -1.63705], [-3.91884, 2.76647, -0.48705], [-2.83990, 2.60495, 0.36546], [0.02314, 3.31024, 3.13565], [-1.68646, 2.98367, 2.84128], [-1.01124, 4.55951, 2.39817], [1.65921, 3.39945, 1.25321], [0.72155, 4.76638, 0.60056], [1.13608, 3.35941, -0.41668], [-1.11852, 0.93419, 1.14610], [-0.56348, 4.46151, -1.28970], [-2.46590, 4.75950, -2.79320], [-4.63550, 3.66737, -2.30604], [-4.86095, 2.28351, -0.25547], [-2.96378, 1.99354, 1.25239]],
  "lumo_ev": 0.011,
  "homo_energy_ev": -6.296,
  "e_above_lowest_kcal_mol": 1.82,
  "max_force_ev_per_a": 0.54
}

{
  "formula": "C3H8N2O2",
  "method": "the ωB97M-V functional and the def2-TZVPD basis",
  "symbols": ["C", "C", "O", "C", "O", "N", "N", "H", "H", "H", "H", "H", "H", "H", "H"],
  "xyz": [[0.80881, 2.40889, -1.24377], [-0.13538, 1.15102, -0.98225], [0.16581, 0.31161, 0.17561], [-0.51999, -0.92260, 0.43727], [-1.55611, -1.13306, -0.14691], [0.07174, -1.53908, 1.54037], [-0.54316, -2.70370, 2.06118], [1.62923, 2.27026, -0.49983], [1.22092, 2.28468, -2.20851], [0.49595, 3.44162, -1.12249], [-0.16777, 0.39633, -1.82205], [-1.14976, 1.53777, -1.01725], [1.02052, -1.35455, 1.58841], [0.04876, -3.49506, 1.69399], [-1.38957, -2.65412, 1.54623]],
  "lumo_ev": 0.821,
  "smiles": "CCOC(=O)NN",
  "homo_energy_ev": -9.278,
  "e_above_lowest_kcal_mol": 61.40,
  "max_force_ev_per_a": 3.71
}

{
  "formula": "C4H5NO",
  "method": "the ωB97M-V functional and the def2-TZVPD basis",
  "symbols": ["C", "C", "C", "N", "H", "H", "H", "C", "O", "H", "H"],
  "xyz": [[0.64391, 1.40149, 0.08828], [-0.43464, 0.67226, 0.35971], [-1.32983, 0.55531, -0.74552], [-2.03409, 0.71117, -1.65180], [1.17703, 1.90601, 0.87174], [0.96015, 1.55721, -0.93843], [-0.74507, 0.36466, 1.35483], [0.44189, -1.79295, 0.16345], [1.02114, -1.77468, 1.21948], [-0.62168, -2.09433, 0.07134], [0.92119, -1.50615, -0.79308]],
  "lumo_ev": -0.187,
  "smiles": "C=CC#N.C=O",
  "homo_energy_ev": -10.407,
  "e_above_lowest_kcal_mol": 56.42,
  "max_force_ev_per_a": 1.44
}